[1]
A gas-phase ion, C4H9NO2 (charge +1), computed with ωB97M-V with the def2-TZVPD basis set.

As for the charge: +1. For the frontier orbital gap (spin up / spin down), the calculation gives 0.41967 / 0.22562 Ha. Its expectation value of S² is 0.754. Its multiplicity is 2. The value obtained for the highest occupied orbital energy (spin up / spin down) is -0.54668 / -0.54509 Eh.

Each line ends with the Mulliken charge.
Positions of all 16 atoms, in Å:
C (0.51133, -1.21810, -0.81518)  -1.271
C (0.86296, 0.04353, -0.04712)  0.536
C (-0.35183, 0.85616, 0.43544)  -0.792
C (-1.31355, -0.06584, 1.15525)  0.341
O (-2.57851, 0.11103, 0.72798)  -0.425
O (-0.97015, -0.98385, 1.84114)  -0.487
N (1.68539, 0.93931, -0.78385)  -0.138
H (0.53535, -2.07193, -0.14061)  0.336
H (-0.49084, -1.16399, -1.25925)  0.359
H (1.10342, -1.36811, -1.71476)  0.439
H (1.47532, -0.16928, 0.85330)  0.241
H (-0.82089, 1.30399, -0.43718)  0.500
H (-0.02970, 1.51540, 1.24728)  0.354
H (-3.15207, -0.25349, 1.42464)  0.380
H (1.39795, 1.91728, -0.84754)  0.323
H (2.13582, 0.60788, -1.63952)  0.304

***

[2]
2 unconnected molecules or ions with the total composition C4H9NO2, computed with ωB97M-V with the def2-TZVPD basis set.

As for the charge: +1. For the frontier orbital gap (spin up / spin down), the calculation gives 0.25172 / 0.23895 Ha. Its expectation value of S² is 0.804. Its multiplicity is 2. The value obtained for the highest occupied orbital energy (spin up / spin down) is -0.59103 / -0.57211 Eh.

Each line ends with the Mulliken charge.
Positions of all 16 atoms, in Å:
C (1.37183, 0.07348, 0.98394)  -0.595
O (2.52126, -0.06064, 0.31301)  -0.215
C (0.28210, 0.30483, -0.09839)  -0.114
C (-0.14859, -1.05298, -0.71943)  -0.902
C (-1.18475, -0.08260, -0.03921)  1.241
N (-1.87919, 0.80169, -0.98156)  -0.459
O (-1.76696, -0.46520, 0.96175)  -0.295
H (1.33416, 0.80427, 1.79917)  0.337
H (1.06408, -0.85944, 1.47764)  0.400
H (3.02124, 2.34545, -1.75422)  0.159
H (0.56603, 0.98207, -0.89722)  0.327
H (3.28029, 1.76831, -1.34916)  -0.150
H (-0.00211, -1.16040, -1.79631)  0.324
H (0.52484, -1.81030, -0.31618)  0.299
H (-2.53677, 1.25077, -0.34928)  0.334
H (-2.43194, 0.33337, -1.69965)  0.309

***

[3]
C4H9NO2S in the gas phase, computed with ωB97M-V with the def2-TZVPD basis set.

As for the charge: 0. For the frontier orbital gap, the calculation gives 0.36339 Ha. The SMILES is C[C@@H](CS)NC(=O)O. Its multiplicity is 1. The value obtained for the highest occupied orbital energy is -0.33836 Eh.

Each line ends with the Mulliken charge.
Positions of all 17 atoms, in Å:
C (-0.80510, 1.65323, -0.33745)  -1.236
C (0.13339, 0.54811, 0.16458)  0.695
C (-0.38250, -0.28114, 1.34004)  -1.054
S (-1.31954, 0.58761, 2.64400)  -0.207
N (0.38025, -0.36830, -0.94826)  -0.268
C (1.46462, -1.16897, -0.93952)  0.539
O (1.32345, -2.13528, -1.87752)  -0.506
O (2.42885, -1.11565, -0.20898)  -0.595
H (-0.21701, 2.54601, -0.56728)  0.280
H (-1.24630, 1.39786, -1.29594)  0.322
H (-1.59529, 1.95372, 0.34454)  0.324
H (1.10535, 0.97242, 0.35866)  0.265
H (0.42595, -0.75960, 1.88314)  0.373
H (-1.03412, -1.07878, 1.00281)  0.375
H (-2.52775, 0.51503, 2.07849)  0.116
H (-0.22578, -0.54780, -1.73163)  0.233
H (2.09152, -2.71846, -1.90970)  0.342

***

[4]
C4H9NO2S in the gas phase, computed with ωB97M-V with the def2-TZVPD basis set.

As for the charge: 0. For the frontier orbital gap, the calculation gives 0.36383 Ha. The SMILES is NCC[C@@H](S)C(=O)O. Its multiplicity is 1. The value obtained for the highest occupied orbital energy is -0.35195 Eh.

Each line ends with the Mulliken charge.
Positions of all 17 atoms, in Å:
C (-1.27485, -1.60173, -0.08051)  -0.703
C (-0.53594, -0.92216, 1.08502)  -0.838
C (0.57552, 0.11957, 0.74640)  0.163
C (-0.07765, 1.36082, 0.16180)  0.195
H (-1.40749, -0.05084, -1.45804)  0.315
H (-2.67323, -0.28703, -0.42062)  0.287
H (-2.01310, -2.31332, 0.39687)  0.309
H (-0.55172, -2.24681, -0.57189)  0.434
H (-1.24632, -0.36584, 1.68994)  0.388
H (-0.04315, -1.65701, 1.68135)  0.334
H (1.02339, 0.50666, 1.69704)  0.374
H (3.04063, -0.36376, 0.30639)  0.175
H (0.79469, 1.12215, -1.52263)  0.365
N (-1.96128, -0.75058, -1.00785)  -0.580
O (0.21996, 1.75342, -1.11004)  -0.475
O (-0.78898, 1.99228, 0.87659)  -0.509
S (1.82718, -0.79967, -0.27200)  -0.234

***

[5]
C4H9NO2S in the gas phase, computed with ωB97M-V with the def2-TZVPD basis set.

As for the charge: 0. For the frontier orbital gap, the calculation gives 0.33797 Ha. Its multiplicity is 1. The value obtained for the highest occupied orbital energy is -0.30850 Eh.

Each line ends with the Mulliken charge.
Positions of all 17 atoms, in Å:
C (-0.36032, -1.06202, -0.45156)  -0.778
C (-2.59535, -0.41397, 0.95630)  -0.772
C (0.91289, -0.31935, -0.73518)  -0.094
C (0.69750, 1.21879, -0.44476)  0.222
N (1.91115, -1.01097, -0.09000)  -0.620
O (-0.76198, 1.43723, -0.51446)  -0.497
O (1.11407, 1.56083, 0.74891)  -0.515
S (-1.85853, 0.04150, -0.44633)  0.217
H (-0.46269, -1.95605, -1.06021)  0.411
H (-0.32631, -1.31314, 0.57706)  0.373
H (-2.15309, -0.12573, 1.98297)  0.252
H (-3.58865, -0.04672, 0.80927)  0.324
H (1.11080, -0.37363, -1.76614)  0.430
H (1.06402, 1.96571, -1.17421)  0.243
H (2.87746, -0.92717, -0.47002)  0.239
H (1.90231, -0.88847, 0.95618)  0.231
H (0.51672, 2.21317, 1.12217)  0.333

***

[6]
2 unconnected molecules or ions with the total composition C4H9NO3, computed with ωB97M-V with the def2-TZVPD basis set.

As for the charge: 0. For the frontier orbital gap, the calculation gives 0.38093 Ha. The SMILES is O=C1NCCCO1.O. Its multiplicity is 1. The value obtained for the highest occupied orbital energy is -0.36141 Eh.

Each line ends with the Mulliken charge.
Positions of all 17 atoms, in Å:
O (1.61516, 2.28099, -0.25693)  -0.625
C (0.81720, 1.36269, -0.15963)  0.610
N (0.07195, 0.89966, -1.18053)  -0.125
C (-0.97312, -0.11359, -1.12816)  -0.513
C (-0.96991, -0.79913, 0.22672)  -0.319
C (-0.81633, 0.24887, 1.30703)  -0.488
O (0.42338, 0.95696, 1.13320)  -0.372
H (0.22975, 1.37343, -2.05950)  0.195
H (-1.95048, 0.35864, -1.31026)  0.297
H (-0.79638, -0.83652, -1.93492)  0.308
H (-1.90754, -1.34861, 0.37712)  0.341
H (-0.13350, -1.51082, 0.29114)  0.106
H (-1.63772, 0.97901, 1.27642)  0.302
H (-0.76625, -0.19321, 2.30834)  0.289
H (2.01158, -0.89200, 1.08038)  0.317
O (2.60671, -1.03475, 0.26666)  -0.634
H (2.17549, -1.73162, -0.23710)  0.311

***

[7]
2 unconnected molecules or ions with the total composition C4H9NO3, computed with ωB97M-V with the def2-TZVPD basis set.

As for the charge: 0. For the frontier orbital gap, the calculation gives 0.34632 Ha. The SMILES is CN(C=O)CC=O.O. Its multiplicity is 1. The value obtained for the highest occupied orbital energy is -0.33028 Eh.

Each line ends with the Mulliken charge.
Positions of all 17 atoms, in Å:
C (1.72944, -0.75958, 0.26130)  0.140
N (0.78309, 0.21976, -0.10616)  0.284
C (0.96278, 1.01005, -1.30320)  -0.956
C (-0.07249, 0.74818, 0.85767)  -0.724
C (-1.32307, 0.10603, 1.36686)  -0.074
O (-2.13402, 0.58191, 2.12582)  -0.548
O (1.74308, -1.04006, 1.43095)  -0.538
H (2.48962, -1.00095, -0.59149)  0.242
H (0.13099, 1.08507, -2.01545)  0.288
H (1.29257, 2.04277, -1.08826)  0.351
H (1.73690, 0.50681, -1.92895)  0.302
H (-0.55931, 1.70585, 0.49267)  0.380
H (0.39972, 1.01709, 1.80769)  0.310
H (-1.29964, -0.94174, 1.09129)  0.563
H (-1.67299, -2.16745, -1.44317)  0.273
H (-2.54176, -1.38323, -0.37888)  0.331
O (-1.66492, -1.73052, -0.57871)  -0.624

***

One value per record, in order, for relative energy (zero: lowest compared OMol25 entry of this formula, charge and spin): 0.955 8.418 0.079 0.807 3.975 0.842 2.599 eV.